Formula: C5H11NS
Source: OMol25
Level of theory: the ωB97M-V functional and the def2-TZVPD basis

Positions of all 18 atoms, in Å:
C  -0.19  1.63  -0.23
C  -0.94  0.52  0.41
C  -1.70  -0.48  -0.65
C  0.06  -0.77  0.36
C  1.49  -0.84  0.57
H  0.47  1.33  -1.05
H  -0.91  2.42  -0.64
H  0.35  2.33  0.60
H  -1.43  0.78  1.32
H  -2.56  -0.98  -0.03
H  -1.95  0.13  -1.47
H  -0.27  -2.27  -1.20
H  -0.32  -1.34  1.37
H  1.63  -0.76  1.81
H  1.96  -1.87  0.34
H  1.97  1.32  -0.21
N  -0.36  -1.21  -0.84
S  2.73  0.06  -0.49

**Energy above the lowest of the compared OMol25 structures with the same formula, charge and spin**: 86.8 kcal/mol
**Spin multiplicity**: 1
**HOMO level**: -8.65 eV
**Kohn-Sham gap**: 9.564 eV

Formula: C23H14BrMnN3O7
Source: OMol25
Level of theory: the ωB97M-V functional and the def2-TZVPD basis

Positions of all 49 atoms, in Å:
Mn  0.75  -0.52  -0.33
Br  2.42  2.78  -1.02
C  1.41  2.55  0.56
C  1.14  3.67  1.35
C  0.44  3.47  2.51
C  0.05  2.20  2.88
C  0.35  1.16  2.02
N  1.01  1.33  0.88
C  -0.08  -0.30  2.37
O  -0.55  -0.44  3.50
O  0.08  -1.12  1.44
H  1.49  4.64  1.03
H  0.21  4.32  3.15
H  -0.49  1.96  3.79
O  4.54  -5.29  -0.71
C  3.80  -4.34  -0.61
C  4.17  -2.98  -0.07
O  5.27  -2.66  0.36
C  2.97  -2.15  -0.20
C  1.90  -2.94  -0.73
O  0.76  -2.42  -0.92
C  2.33  -4.31  -0.98
O  1.68  -5.25  -1.42
O  2.81  -0.93  0.08
C  -2.21  1.49  -0.34
N  -1.06  0.91  -1.01
C  -0.86  1.24  -2.24
C  0.29  0.81  -2.94
C  0.72  1.02  -4.26
C  1.94  0.32  -4.37
C  2.16  -0.27  -3.10
N  1.18  0.04  -2.26
C  -2.90  0.53  0.60
C  -2.78  -0.85  0.47
C  -3.42  -1.69  1.36
C  -4.20  -1.17  2.39
C  -4.32  0.21  2.54
C  -3.66  1.05  1.65
H  -2.94  1.85  -1.08
H  -1.90  2.36  0.24
H  -1.58  1.89  -2.76
H  0.21  1.59  -5.03
H  2.58  0.24  -5.23
H  2.99  -0.88  -2.77
H  -2.15  -1.26  -0.30
H  -3.28  -2.76  1.27
H  -4.67  -1.84  3.11
H  -4.89  0.62  3.35
H  -3.72  2.12  1.78

**Energy above the lowest of the compared OMol25 structures with the same formula, charge and spin**: 10.8 kcal/mol
**Spin multiplicity**: 2
**HOMO level (alpha / beta)**: -0.90 / -0.87 eV
**Total charge**: -2
**Kohn-Sham gap (alpha / beta)**: 5.059 / 5.035 eV

Formula: C4H8N2O
Source: OMol25
Level of theory: the ωB97M-V functional and the def2-TZVPD basis

Positions of all 15 atoms, in Å:
C  -1.76  0.35  -0.38
C  -0.50  0.39  0.33
C  0.71  -0.35  -1.80
C  0.61  -1.59  -1.16
H  -2.18  -0.73  -0.40
H  -2.68  1.01  0.18
H  -1.68  0.59  -1.76
H  1.38  -0.03  1.48
H  1.50  0.15  -2.17
H  -0.32  -0.10  -2.01
H  1.55  -2.29  -1.15
H  -0.49  -1.95  -1.36
N  -0.33  0.98  1.54
N  0.62  -0.24  -0.30
O  0.82  0.67  2.07

**Energy above the lowest of the compared OMol25 structures with the same formula, charge and spin**: 173.3 kcal/mol
**Spin multiplicity**: 1
**HOMO level**: -8.41 eV
**Kohn-Sham gap**: 9.153 eV

Formula: C2H4CsMgO4
Source: OMol25
Level of theory: the ωB97M-V functional and the def2-TZVPD basis

Positions of all 12 atoms, in Å:
O  -2.58  -1.99  -3.47
C  -2.93  -1.91  -4.62
H  -2.95  -2.83  -5.24
H  -2.99  -0.88  -5.06
Mg  -3.95  -1.35  -0.08
Cs  1.10  -1.24  0.78
O  -2.56  -0.63  -1.40
C  -3.90  2.92  -2.71
O  -3.48  1.77  -2.91
O  -2.77  1.13  -1.75
H  -4.49  3.36  -3.52
H  -3.76  3.41  -1.73

**Energy above the lowest of the compared OMol25 structures with the same formula, charge and spin**: 69.0 kcal/mol
**Spin multiplicity**: 2
**HOMO level (alpha / beta)**: -26.63 / -26.62 eV
**Total charge**: +4
**Kohn-Sham gap (alpha / beta)**: 8.763 / 7.874 eV

Formula: C51H47BBrClF6N8O2P2SSbTi
Source: OMol25
Level of theory: the ωB97M-V functional and the def2-TZVPD basis

Positions of all 122 atoms, in Å:
Ti  1.18  -0.36  0.79
B  0.84  2.69  2.59
N  -0.35  1.79  2.25
C  -1.58  1.98  2.73
C  -2.46  1.15  2.05
C  -1.66  0.47  1.15
N  -0.38  0.86  1.27
N  2.15  1.89  2.60
C  3.25  2.24  3.26
C  4.31  1.48  2.80
C  3.74  0.66  1.83
N  2.44  0.93  1.72
H  0.90  3.54  1.73
H  0.66  3.18  3.65
H  -1.77  2.68  3.51
H  -3.52  1.05  2.20
H  -1.94  -0.25  0.41
H  3.22  3.00  4.02
H  5.33  1.49  3.13
H  4.21  -0.10  1.24
C  -1.44  2.10  -3.47
C  -2.30  0.84  -3.59
P  -2.49  -0.20  -2.04
C  -3.97  0.49  -1.19
C  -4.67  -0.39  -0.38
C  -5.71  0.05  0.42
C  -6.05  1.39  0.43
C  -5.35  2.28  -0.37
C  -4.31  1.84  -1.16
C  -3.34  -1.64  -2.82
C  -4.60  -1.55  -3.41
C  -5.19  -2.67  -3.96
C  -4.54  -3.89  -3.94
C  -3.29  -3.99  -3.35
C  -2.70  -2.87  -2.80
C  0.07  1.89  -3.31
P  0.70  1.91  -1.53
C  0.03  3.58  -1.13
C  -1.15  3.68  -0.41
C  -1.71  4.92  -0.15
C  -1.10  6.07  -0.62
C  0.08  5.97  -1.35
C  0.64  4.74  -1.60
C  2.46  2.39  -1.74
C  3.08  2.88  -0.60
C  4.42  3.22  -0.61
C  5.15  3.07  -1.77
C  4.54  2.59  -2.92
C  3.20  2.24  -2.91
H  -1.81  2.74  -2.67
H  -1.59  2.66  -4.40
H  -1.85  0.17  -4.32
H  -3.29  1.11  -3.95
H  -4.41  -1.44  -0.37
H  -6.26  -0.65  1.03
H  -6.86  1.75  1.04
H  -5.61  3.33  -0.36
H  -3.77  2.55  -1.77
H  -5.13  -0.61  -3.42
H  -6.17  -2.59  -4.41
H  -5.01  -4.76  -4.36
H  -2.77  -4.94  -3.34
H  -1.72  -2.96  -2.34
H  0.59  2.71  -3.81
H  0.37  0.95  -3.78
H  -1.64  2.79  -0.05
H  -2.63  4.98  0.41
H  -1.53  7.04  -0.43
H  0.55  6.87  -1.74
H  1.56  4.68  -2.17
H  2.50  3.04  0.30
H  4.89  3.61  0.29
H  6.20  3.33  -1.79
H  5.11  2.48  -3.83
H  2.76  1.85  -3.81
Br  4.24  -5.18  1.32
C  4.62  -3.88  0.01
C  5.81  -3.92  -0.73
N  6.05  -3.04  -1.68
C  5.19  -2.09  -1.96
C  3.99  -1.95  -1.25
C  3.71  -2.87  -0.25
C  3.05  -0.81  -1.57
O  2.98  -0.39  -2.72
O  2.39  -0.35  -0.57
H  6.57  -4.66  -0.55
H  5.43  -1.40  -2.76
H  2.80  -2.79  0.32
N  -2.55  -3.00  0.93
C  -2.14  -2.62  2.16
N  -1.22  -1.74  2.38
C  -1.09  -1.48  3.70
C  -0.21  -0.56  4.27
C  -0.21  -0.38  5.64
C  -1.06  -1.12  6.46
C  -1.94  -2.05  5.92
C  -1.96  -2.21  4.55
S  -2.97  -3.25  3.59
H  -3.15  -3.81  0.87
H  -1.92  -2.83  0.17
H  0.51  -0.05  3.64
H  0.48  0.31  6.09
H  -1.02  -0.99  7.53
H  -2.56  -2.65  6.56
F  1.45  -1.62  1.90
Sb  2.66  -2.83  3.88
F  1.60  -2.67  5.64
F  2.63  -0.86  4.06
F  4.30  -2.85  5.05
F  4.08  -2.14  2.32
F  0.57  -3.84  3.15
Cl  1.02  -5.71  -0.36
C  0.79  -4.11  -0.97
C  1.00  -3.84  -2.32
C  0.76  -2.54  -2.73
C  0.39  -1.58  -1.81
N  0.28  -1.81  -0.48
C  0.43  -3.11  -0.09
H  1.33  -4.61  -3.00
H  0.86  -2.26  -3.77
H  0.21  -0.56  -2.13
H  0.30  -3.31  0.96

**Spin multiplicity**: 2
**HOMO level (alpha / beta)**: -7.79 / -7.79 eV
**Kohn-Sham gap (alpha / beta)**: 5.510 / 5.084 eV

Formula: C4H11NSi
Source: OMol25
Level of theory: the ωB97M-V functional and the def2-TZVPD basis

Positions of all 17 atoms, in Å:
C  1.96  1.28  -1.65
C  1.95  -0.02  -1.33
C  -1.15  1.14  0.68
C  -1.61  -1.19  1.09
N  -0.77  -0.21  0.54
Si  0.65  -0.93  -0.26
H  2.80  1.52  -2.37
H  1.15  1.94  -1.49
H  2.89  -0.52  -1.60
H  -1.86  1.45  -0.14
H  -1.95  1.27  1.66
H  -0.38  1.86  0.88
H  -0.94  -2.01  1.24
H  -2.09  -0.83  2.03
H  -2.47  -1.31  0.29
H  1.77  -1.35  1.37
H  0.06  -2.11  -0.93

**Energy above the lowest of the compared OMol25 structures with the same formula, charge and spin**: 93.9 kcal/mol
**Spin multiplicity**: 1
**HOMO level**: -8.16 eV
**Kohn-Sham gap**: 8.793 eV

Formula: H26O13
Source: OMol25
Level of theory: the ωB97M-V functional and the def2-TZVPD basis

Positions of all 39 atoms, in Å:
O  0.70  -1.89  2.69
H  -0.03  -1.44  2.25
H  1.16  -1.31  3.11
O  -1.18  -0.14  1.88
H  -1.78  0.44  1.19
H  -1.67  0.34  2.63
O  -2.88  -1.72  -0.15
H  -2.12  -1.16  -0.17
H  -2.52  -2.45  -0.31
O  1.00  -2.12  0.23
H  0.76  -3.00  0.51
H  1.30  -1.80  1.08
O  -2.50  1.12  -2.08
H  -2.03  0.88  -1.19
H  -1.70  1.27  -2.46
O  0.11  0.48  -0.74
H  0.16  1.07  -0.02
H  0.32  -0.48  -0.24
O  0.98  -1.65  -3.12
H  1.69  -1.45  -2.46
H  1.21  -2.06  -3.84
O  1.07  2.82  0.74
H  0.72  3.18  -0.10
H  1.29  3.54  1.32
O  3.32  -1.67  -1.59
H  4.12  -1.22  -1.50
H  2.99  -1.42  -0.74
O  -2.54  1.95  0.66
H  -3.32  1.80  1.35
H  -2.65  2.51  -0.17
O  3.16  1.43  -0.04
H  3.23  0.54  0.19
H  2.25  1.71  0.38
O  -0.62  -3.22  -1.90
H  0.09  -2.50  -1.91
H  -1.20  -3.28  -2.64
O  -0.73  3.95  2.45
H  -0.54  3.21  1.73
H  -1.62  3.74  3.00

**Energy above the lowest of the compared OMol25 structures with the same formula, charge and spin**: 142.7 kcal/mol
**Spin multiplicity**: 1
**HOMO level**: -10.20 eV
**Kohn-Sham gap**: 9.704 eV

Formula: C44H43CoNO3P2SSe2
Source: OMol25
Level of theory: the ωB97M-V functional and the def2-TZVPD basis

Positions of all 97 atoms, in Å:
Co  1.04  0.53  0.22
O  0.32  3.07  2.06
S  -0.13  1.73  1.64
C  -1.79  1.97  1.00
C  -2.88  2.18  1.82
C  -4.13  2.38  1.25
C  -4.27  2.36  -0.13
C  -3.17  2.16  -0.94
C  -1.91  1.97  -0.39
P  -0.39  1.60  -1.35
C  -1.05  1.24  -3.01
C  -1.37  2.26  -3.91
C  -1.91  1.95  -5.15
C  -2.14  0.63  -5.50
C  -1.83  -0.39  -4.61
C  -1.28  -0.08  -3.37
C  0.33  3.24  -1.64
C  1.43  3.28  -2.50
C  2.08  4.48  -2.75
C  1.64  5.65  -2.14
C  0.55  5.61  -1.28
C  -0.11  4.41  -1.04
C  -0.45  0.74  3.10
C  -0.64  1.41  4.30
C  -0.80  0.67  5.46
C  -0.74  -0.71  5.41
C  -0.53  -1.37  4.20
C  -0.38  -0.65  3.02
P  -0.13  -1.40  1.36
C  -1.87  -1.98  1.10
C  -2.64  -1.31  0.15
C  -3.98  -1.60  -0.02
C  -4.57  -2.60  0.74
C  -3.81  -3.30  1.67
C  -2.47  -2.99  1.85
C  0.73  -2.97  1.71
C  0.37  -4.14  1.03
C  1.08  -5.31  1.20
C  2.17  -5.35  2.06
C  2.53  -4.21  2.76
C  1.82  -3.03  2.59
H  -2.77  2.18  2.90
H  -4.99  2.53  1.89
H  -5.25  2.50  -0.57
H  -3.29  2.15  -2.02
H  -1.19  3.29  -3.65
H  -2.15  2.75  -5.84
H  -2.56  0.39  -6.47
H  -2.00  -1.42  -4.89
H  -1.02  -0.87  -2.69
H  1.80  2.36  -2.95
H  2.93  4.50  -3.42
H  2.14  6.58  -2.33
H  0.21  6.51  -0.80
H  -0.95  4.39  -0.35
H  -0.62  2.49  4.31
H  -0.94  1.18  6.41
H  -0.84  -1.29  6.32
H  -0.44  -2.44  4.18
H  -2.17  -0.56  -0.47
H  -4.56  -1.06  -0.76
H  -5.62  -2.83  0.61
H  -4.26  -4.08  2.26
H  -1.89  -3.54  2.58
H  -0.48  -4.13  0.37
H  0.78  -6.20  0.66
H  2.73  -6.27  2.18
H  3.37  -4.23  3.43
H  2.12  -2.14  3.12
O  2.44  2.52  0.12
C  3.86  2.49  0.20
C  4.51  1.10  0.10
C  6.03  1.36  0.02
O  6.60  1.97  1.17
C  4.24  0.16  1.28
Se  2.51  0.35  2.16
C  4.15  0.41  -1.23
Se  2.45  -0.58  -1.31
H  2.08  3.02  0.87
H  4.17  2.97  1.13
H  4.25  3.09  -0.64
H  6.25  1.96  -0.88
H  6.54  0.41  -0.08
H  6.24  2.86  1.27
H  5.00  0.29  2.05
H  4.29  -0.87  0.91
H  4.90  -0.36  -1.41
H  4.21  1.13  -2.05
C  -2.92  -4.60  -2.05
C  -1.45  -4.63  -2.49
C  -0.75  -3.43  -2.04
N  -0.25  -2.48  -1.63
H  -3.40  -5.55  -2.30
H  -3.46  -3.80  -2.55
H  -3.00  -4.44  -0.98
H  -1.36  -4.70  -3.57
H  -0.93  -5.49  -2.07

**Spin multiplicity**: 2
**HOMO level (alpha / beta)**: -6.39 / -6.38 eV
**Kohn-Sham gap (alpha / beta)**: 6.489 / 6.565 eV

Number 1: maximum force 5.95 eV/A. Number 2: maximum force 1.37 eV/A. Number 3: maximum force 5.73 eV/A. Number 4: maximum force 3.63 eV/A. Number 5: maximum force 3.75 eV/A. Number 6: maximum force 4.85 eV/A. Number 7: maximum force 11.23 eV/A. Number 8: maximum force 0.68 eV/A.